No. 1
Below is a molecular structure, C58H52GeIrN4O5PS3, with properties calculated with ωB97M-V/def2-TZVPD.

The geometry in XYZ format:
```
125
Properties=species:S:1:pos:R:3:lowdin_charge:R:1
H 5.276 3.003 3.534 0.111
H -3.602 2.874 -3.013 0.123
C -0.712 -2.777 2.710 -0.293
H -0.271 -2.105 4.714 0.094
C -6.291 0.005 5.681 -0.020
H 2.195 1.115 5.823 0.109
C -2.856 1.967 -1.224 -0.288
Ge -2.343 -1.788 2.417 1.103
H 4.963 -1.844 2.483 0.141
H -6.588 0.609 6.530 0.120
H 7.524 3.602 -4.229 0.114
C -4.245 2.295 0.741 -0.026
H 3.650 3.065 5.395 0.112
C -4.916 -0.059 5.347 -0.155
H 3.321 0.352 -3.625 0.096
C -0.477 2.965 -4.059 -0.067
H -8.267 -0.635 5.223 0.113
S 1.528 0.342 -1.935 0.827
H 6.081 -1.122 0.765 0.139
H 5.455 1.006 2.117 0.106
N -0.079 -3.964 -2.232 -0.041
H -3.810 -3.616 1.517 0.057
H 1.033 -5.215 1.104 0.106
S 1.418 -0.682 1.116 0.867
C 3.910 -0.075 3.156 -0.232
C 4.727 1.025 2.921 -0.035
C 0.757 -4.520 1.886 -0.062
C -3.785 2.688 -1.962 -0.065
H -4.786 -0.584 -5.310 0.116
H 0.388 -5.955 -2.608 0.096
P -1.451 1.208 -2.089 0.978
C -2.631 0.591 5.811 -0.051
C -2.031 0.363 -3.586 -0.359
C 0.020 -2.752 3.899 -0.104
C -6.805 -1.482 3.873 -0.058
H -4.385 2.196 1.809 0.123
C 5.342 -0.054 -0.928 -0.080
H -1.576 -5.078 -3.137 0.139
C -3.738 -0.472 -5.066 -0.048
C 0.912 -5.024 -2.409 0.003
H -2.795 -2.945 0.239 0.000
C 0.346 -2.785 -1.640 -0.529
H -7.539 -2.047 3.315 0.112
O 1.507 -2.675 -1.276 -0.002
H 5.495 0.916 -0.447 0.145
C 4.800 1.887 -3.165 -0.219
H -0.664 -1.311 -6.202 0.113
C 3.720 2.188 4.766 -0.066
C 1.097 -3.607 4.082 -0.076
H -5.202 -2.202 2.707 0.071
C -0.332 -3.679 1.713 -0.119
C 2.877 -0.617 0.291 -0.569
C -1.427 -0.885 -5.564 -0.060
H 3.086 2.780 -2.202 0.083
C -3.080 1.830 0.149 -0.252
H 3.206 -2.007 2.505 0.098
C -1.946 -1.969 -1.794 -0.539
H -1.905 1.136 6.399 0.114
C 2.997 -0.034 4.201 -0.048
C 4.272 0.473 -3.111 -0.096
N -0.594 -1.781 -1.505 -0.015
C 5.826 4.472 -3.247 -0.062
C -3.097 -0.874 3.927 -0.224
C -5.200 2.936 -0.037 -0.026
C -1.366 -4.132 -2.658 -0.029
C 4.027 -1.317 2.298 -0.105
C -3.417 -2.690 1.095 -0.169
H 4.988 -0.209 -3.572 0.137
C -2.767 -1.016 -5.895 -0.057
H -4.305 1.233 6.958 0.124
C 6.044 2.132 -3.734 -0.037
O -2.771 -1.119 -1.463 -0.042
C 2.906 1.092 5.007 -0.060
O -1.824 -0.245 1.132 -0.481
H 1.258 5.275 -1.500 0.114
C 4.583 4.232 -2.676 -0.064
N 4.109 0.012 -1.719 -0.072
H 1.580 -4.797 -3.239 0.103
C 0.780 4.624 -2.221 -0.074
H 1.506 -5.123 -1.505 0.084
C -3.959 0.646 6.117 -0.001
C -4.494 -0.842 4.242 -0.163
C -2.301 -3.190 -2.474 0.024
H -5.662 3.720 -1.976 0.123
H -4.234 -2.063 0.747 0.046
O -2.144 1.794 2.574 -0.204
H 2.352 -0.884 4.377 0.096
C 6.557 3.421 -3.780 -0.058
C -1.060 -0.201 -4.414 -0.116
C -2.209 -0.168 4.706 -0.132
H 4.011 5.053 -2.264 0.104
S -1.841 1.292 1.287 0.586
H 6.618 1.312 -4.152 0.117
H 5.213 -2.139 -0.393 0.152
H 1.342 5.816 -3.917 0.115
C 4.064 2.948 -2.639 -0.035
C 0.108 3.496 -1.782 -0.102
C 2.937 -0.117 -1.133 -0.526
C -3.375 0.210 -3.915 -0.073
H -3.326 -3.326 -2.782 0.128
H -0.007 -0.101 -4.182 0.077
H 0.229 4.332 -5.548 0.115
C 0.828 4.926 -3.577 -0.061
C 1.470 -4.487 3.074 -0.064
O -0.506 1.692 0.758 -0.449
H 2.302 -5.163 3.225 0.115
H -1.158 -0.137 4.451 0.095
H -3.055 -1.543 -6.795 0.114
C 5.234 -1.156 0.085 -0.081
H -0.975 2.339 -4.786 0.103
Ir -0.191 -0.018 -0.570 0.842
C -4.951 3.168 -1.377 -0.025
C 0.201 4.097 -4.492 -0.051
H -6.113 3.292 0.421 0.123
C 4.631 2.154 3.719 -0.061
C -0.531 2.656 -2.700 -0.365
C -7.219 -0.685 4.960 -0.060
H 6.171 -0.223 -1.612 0.145
H 1.635 -3.603 5.022 0.116
N 4.008 -0.981 0.868 -0.079
H 0.068 3.284 -0.723 0.090
H -0.888 -3.737 0.784 0.087
H 6.224 5.477 -3.278 0.113
H -4.148 0.576 -3.257 0.105
C -5.485 -1.560 3.528 -0.042
```

* energy relative to the best compared isomer or geometry (same formula, charge and spin): 39.9 kJ/mol
* DFT total energy: -6553.4717 Ha
* LUMO: -5.9780 eV
* total charge: +2
* multiplicity: 1
* molar mass: 1277.08 g mol⁻¹
* strongest force on any atom: 0.019 hartree/bohr

No. 2
Below is a molecular structure, C58H52IP2PdSbSi at a distorted geometry, with properties calculated with ωB97M-V/def2-TZVPD.

The geometry in XYZ format:
```
116
Properties=species:S:1:pos:R:3:lowdin_charge:R:1
C -0.584 2.995 -0.528 -0.361
H 4.272 -0.545 -2.046 0.105
C -7.423 -0.466 0.969 -0.050
C 1.423 1.442 2.449 -0.301
H -2.952 2.508 -5.307 0.117
C 3.864 -2.209 4.682 -0.043
C 4.578 0.137 -1.265 -0.102
H 2.433 2.906 -1.628 0.109
Si 0.626 -0.301 2.797 0.701
H 2.927 0.299 -4.977 0.120
C 2.461 0.525 -4.030 -0.045
H 0.256 -0.789 -1.804 0.053
H 1.147 -2.826 -1.461 0.027
C 1.329 2.097 1.223 -0.392
C 5.964 1.954 -0.528 -0.042
C -2.153 0.108 -3.076 -0.148
C -3.391 1.880 -2.001 -0.319
H 3.109 4.885 1.937 0.121
C 5.579 1.058 -1.513 -0.057
H -3.239 -2.223 -2.305 0.050
C -1.607 5.006 0.311 -0.054
H 6.743 2.674 -0.727 0.116
H -8.489 -0.517 1.128 0.116
H -0.323 2.902 -2.663 0.113
C 2.183 -3.147 -1.556 -0.225
C 4.704 -2.536 3.631 -0.040
I 0.583 -3.806 1.272 0.623
C -1.611 5.534 -0.973 -0.044
C 2.660 -1.573 4.424 -0.086
H 5.655 -3.010 3.820 0.118
H 5.639 2.619 1.479 0.114
C -2.572 -2.520 0.301 -0.388
C -0.406 -0.225 4.425 -0.151
H -1.955 6.544 -1.138 0.118
H 2.234 1.531 4.426 0.110
H -7.546 -0.985 -1.115 0.116
H 1.792 3.890 0.130 0.108
H -1.797 0.318 -5.174 0.114
H -1.993 5.583 1.136 0.117
H 5.307 -2.420 -0.466 0.105
P 0.263 1.432 -0.106 1.049
H -1.057 3.334 1.539 0.116
C 2.282 -1.255 3.126 -0.350
C 3.121 -1.614 2.066 -0.438
C 4.809 -3.925 -1.877 -0.046
H 4.061 -5.346 -3.293 0.116
H -1.634 -0.838 -3.043 0.070
H -5.104 2.164 -0.778 0.094
H 2.010 -1.334 5.251 0.100
C -6.589 -0.128 2.016 -0.023
H 4.143 -2.449 5.696 0.118
H 0.150 0.324 5.178 0.040
C 2.171 1.999 -2.148 -0.080
C -2.734 -4.175 2.051 -0.135
C -2.733 -3.175 -2.131 -0.043
H 3.302 3.718 4.112 0.121
H -3.948 3.485 -3.286 0.125
C 2.648 3.920 2.081 -0.043
C 2.494 -4.168 -2.434 -0.064
Sb -2.590 -0.326 0.041 1.578
C -2.907 -5.158 1.088 -0.073
H -2.720 -4.434 3.099 0.114
C 4.370 0.979 0.979 -0.075
C -2.733 -3.499 -0.673 -0.323
C -5.534 -0.655 -0.478 -0.127
C -2.740 0.646 -1.936 -0.306
H -3.244 -3.952 -2.693 0.094
C 0.979 -0.090 -2.259 -0.175
C 1.260 1.105 -1.596 -0.389
C 1.923 3.349 1.054 -0.083
C -1.156 4.770 -2.034 -0.052
C -5.206 -0.041 1.840 -0.303
H -4.813 1.077 3.621 0.091
H -4.166 -0.557 3.630 0.090
H -1.707 -3.115 -2.506 0.082
H -4.122 3.609 -0.990 0.088
P 2.698 -1.169 0.335 1.074
C -4.080 2.532 -0.844 -0.050
H -1.355 0.280 4.284 0.014
C 4.330 -2.253 2.330 -0.061
H -1.169 5.173 -3.036 0.120
C -6.902 -0.730 -0.286 -0.056
H 1.347 -1.307 -3.985 0.119
H -3.368 0.707 2.661 0.032
H -0.608 -1.222 4.802 0.041
C 5.346 1.920 0.712 -0.050
H 1.707 -4.653 -2.990 0.114
C -3.450 2.528 -3.233 -0.043
C 3.811 -4.561 -2.598 -0.044
C -2.908 -4.818 -0.252 -0.036
H -3.593 2.325 0.110 0.047
H -5.119 -0.851 -1.455 0.097
H 6.068 1.072 -2.476 0.118
C -0.667 3.491 -1.825 -0.080
C -4.712 -0.317 0.579 -0.308
H 3.913 0.942 1.956 0.094
H 5.841 -4.214 -2.000 0.117
H 4.988 -2.528 1.522 0.094
H -2.400 -2.090 2.411 0.073
H -3.015 -6.191 1.380 0.117
C -1.101 3.740 0.535 -0.104
Pd 0.147 -1.146 0.561 0.177
C -4.334 0.320 3.003 -0.062
H -3.059 -5.581 -1.002 0.121
C 2.762 1.704 -3.364 -0.057
C 1.574 -0.383 -3.472 -0.058
C -2.238 0.761 -4.294 -0.061
C -2.561 -2.855 1.655 -0.265
C 3.977 0.076 -0.008 -0.322
C -2.886 1.981 -4.369 -0.049
C 2.758 3.265 3.298 -0.039
C 2.146 2.037 3.476 -0.090
C 4.501 -2.912 -0.988 -0.094
H 3.459 2.402 -3.800 0.121
C 3.176 -2.521 -0.801 -0.381
H -7.005 0.074 2.993 0.123
```

* energy relative to the best compared isomer or geometry (same formula, charge and spin): 195.0 kJ/mol
* DFT total energy: -3878.8963 Ha
* LUMO (alpha / beta): -7.4539 / -7.6163 eV
* total charge: +2
* multiplicity: 1
* molar mass: 1194.17 g mol⁻¹
* strongest force on any atom: 0.047 hartree/bohr

No. 3
Below is 4 unconnected molecules or ions with the total composition C58H55ClN3O6S2, with properties calculated with ωB97M-V/def2-TZVPD.

The geometry in XYZ format:
```
125
Properties=species:S:1:pos:R:3:lowdin_charge:R:1
H -5.313 3.687 -8.771 0.112
H -5.129 0.168 -1.907 0.146
C 1.449 -1.017 -0.747 -1.079
H 1.675 0.997 4.092 0.109
C -5.345 -0.845 1.411 -0.187
H 4.396 -1.224 2.124 0.075
H -5.205 2.245 -6.760 0.120
H -2.124 -5.434 0.030 0.089
C 0.628 9.415 3.350 -0.054
H -4.877 -0.038 1.980 0.128
H -1.690 -5.255 1.760 0.072
C -7.821 -3.368 -5.183 -0.068
C -3.359 -0.063 0.078 -0.142
H 8.310 -4.256 4.227 0.118
H -8.055 0.938 -10.584 0.125
C -4.329 -3.515 0.360 -0.170
O -8.930 -1.119 -9.504 0.125
H 0.910 10.105 5.363 0.109
H -2.092 1.068 -1.224 0.116
C 9.710 -2.650 4.066 -0.084
C -8.193 -0.819 -8.593 -0.273
C 3.725 -0.896 0.107 -0.241
C 1.163 2.148 2.349 -0.071
C -7.103 -2.187 -5.243 -0.030
S -0.101 -0.546 0.004 0.928
C 11.459 -0.845 3.955 -0.276
H -2.207 -3.054 0.405 0.068
O 7.510 -2.032 3.475 0.094
C 2.840 -3.799 -0.495 -0.080
H 0.435 10.404 2.956 0.109
Cl -2.903 -2.997 2.643 0.663
H 3.719 -0.105 -0.641 0.095
H 1.373 7.842 6.260 0.122
C 2.263 -2.844 0.564 -0.223
C 11.636 -4.493 4.840 -0.053
H -3.633 -2.330 -1.259 0.145
C 9.346 -3.966 4.329 -0.004
C -6.559 0.791 -7.548 -0.087
H 7.708 2.710 2.569 0.107
H 5.200 0.110 1.303 0.069
H 1.839 2.980 5.567 0.122
C -2.924 -3.651 0.968 -0.691
H 4.400 -1.684 -0.238 0.115
H -5.121 -1.755 1.956 0.059
C -4.672 -0.867 0.004 -0.346
C 0.933 3.413 1.838 0.000
H -7.271 -1.397 1.890 0.079
C 11.042 -2.256 4.201 -0.081
H -3.650 0.944 0.394 0.130
H 3.506 0.303 1.886 0.057
H -3.088 -0.053 -2.121 0.108
C -8.799 -2.879 -7.327 0.013
C 8.661 -1.682 3.637 -0.276
N 2.347 -1.410 0.248 -0.243
C 0.898 9.248 4.704 -0.052
C 1.136 6.882 4.367 -0.083
C 8.111 0.662 3.043 -0.006
C -5.824 1.970 -7.602 0.000
H 0.679 3.553 0.796 0.119
H 10.051 3.430 2.903 0.109
C -8.676 -3.713 -6.227 -0.048
H 10.022 -5.906 4.926 0.108
N -5.745 -2.475 -1.351 0.166
C 10.747 1.468 3.399 0.002
C -2.468 -5.109 1.013 -0.116
H 2.098 -4.526 -0.828 0.070
C -6.459 -0.069 -6.343 -0.276
H 3.664 -4.374 -0.067 0.075
H -5.093 -3.507 1.139 0.111
N -6.806 -0.671 1.363 0.027
O 1.727 5.393 6.099 0.112
C -7.372 0.425 -8.627 -0.079
C 9.074 -0.267 3.414 -0.083
H -3.312 -5.742 1.304 0.086
C 1.586 3.090 4.522 0.001
C -5.888 2.772 -8.728 -0.047
C -5.639 -0.241 -1.016 -0.075
O 12.618 -0.507 4.054 0.113
C 12.004 -3.184 4.583 0.001
H 3.247 -3.268 -1.356 0.052
H -4.519 -4.420 -0.231 0.123
H -6.066 -3.373 -1.690 0.177
C -1.314 -0.908 -1.277 -0.499
C -7.428 1.233 -9.754 0.007
H -7.721 -4.030 -4.331 0.097
C 0.602 8.319 2.505 -0.002
C -2.505 0.056 -1.201 -0.233
H 7.089 0.333 2.909 0.102
C 1.027 4.525 2.666 -0.082
H 1.203 -3.067 0.717 0.095
H -1.618 -1.957 -1.218 0.055
H -2.737 -0.475 0.879 0.094
H 11.776 1.768 3.541 0.122
H -6.431 -1.886 -4.450 0.090
H 13.033 -2.866 4.677 0.122
C 10.307 -4.883 4.718 -0.056
C 0.848 7.048 3.010 -0.085
H 1.078 1.292 1.689 0.049
H 0.390 8.435 1.451 0.120
S 1.732 -0.932 -2.345 0.753
C -4.484 -2.312 -0.575 -0.173
H -7.339 -1.349 -2.075 0.161
H -9.456 -3.136 -8.147 0.126
C 4.236 -0.377 1.452 -0.057
C -8.073 -1.696 -7.388 -0.072
C -6.685 2.401 -9.805 -0.043
C 1.348 4.362 4.014 -0.081
H -7.082 0.202 1.790 0.084
O -5.779 0.242 -5.382 0.080
C -6.396 -1.387 -1.542 0.038
C 1.432 5.535 4.933 -0.277
H -0.819 -0.782 -2.241 0.028
H -9.241 -4.633 -6.184 0.112
C 8.461 1.988 2.855 -0.055
C 9.779 2.392 3.040 -0.053
C -7.231 -1.345 -6.337 -0.085
C 10.399 0.136 3.583 -0.081
H 2.737 -3.000 1.535 0.116
C 1.156 7.986 5.211 0.001
C 1.492 1.986 3.692 -0.055
H 12.386 -5.214 5.139 0.109
H -6.728 3.027 -10.686 0.113
C 0.786 5.880 2.088 -0.278
H -6.254 0.587 -0.672 0.139
O 0.541 6.019 0.908 0.104
```

* DFT total energy: -4115.2679 Ha
* LUMO: -3.5305 eV
* total charge: +1
* multiplicity: 1
* molar mass: 989.68 g mol⁻¹
* strongest force on any atom: 0.015 hartree/bohr

No. 4
Below is a molecular structure, C58H56CoNOP3 at a distorted geometry, with properties calculated with ωB97M-V/def2-TZVPD.

The geometry in XYZ format:
```
120
Properties=species:S:1:pos:R:3:mulliken_spin:R:1
C -3.030 3.365 0.039 -0.003
C -2.226 -0.756 2.807 0.004
H -3.307 0.016 0.178 -0.018
H 4.492 4.158 -1.535 0.000
H 4.261 -4.194 -4.007 0.000
C -3.599 2.127 0.039 0.026
C 1.980 -1.438 4.463 0.000
H -0.620 -4.813 0.965 -0.001
C -1.402 -0.410 -2.676 0.138
C 0.254 4.873 0.916 0.002
H -2.184 -3.157 -2.290 0.000
C -1.645 3.490 0.315 0.007
C -2.543 -3.156 2.620 -0.002
C -4.324 -1.775 3.436 0.002
H 0.004 -1.026 7.185 0.000
H 0.374 1.556 -2.243 0.066
H -2.875 -3.874 0.847 0.001
C -2.791 0.969 0.164 -0.086
H -5.333 -1.671 3.818 0.000
H 6.236 0.162 3.189 0.000
C -1.754 -2.029 2.463 -0.037
H -4.054 0.734 -5.363 0.001
C -2.569 -2.831 0.757 -0.020
H -0.882 -1.225 -6.723 0.000
H 0.763 -4.352 -0.045 0.001
H -1.253 0.343 5.550 0.000
H -0.607 -3.948 -2.263 0.002
H -2.153 -4.131 2.353 0.000
H 0.684 0.836 -5.002 0.001
C 4.126 0.024 2.883 0.001
H 2.652 5.099 -2.899 0.000
H 2.305 -2.915 -0.418 -0.004
H -3.124 5.529 4.483 0.000
H -0.741 -2.125 2.079 -0.008
C -3.527 -0.644 3.282 -0.005
H 3.412 -0.046 -3.390 0.000
H 0.720 -2.497 -3.637 0.010
C 5.740 -0.220 1.122 0.001
H 1.039 -0.129 -3.567 0.019
H 0.818 -3.297 -5.215 0.000
C 4.692 -0.315 0.221 -0.005
H -2.432 -2.401 1.752 0.010
H -0.896 4.761 5.240 0.000
H 4.306 -1.853 -4.801 0.000
P -1.018 -2.724 -0.209 0.186
C 3.279 -3.705 -2.160 0.001
H -4.671 2.019 -0.089 -0.001
C -3.496 3.763 3.321 -0.003
C 2.736 -2.691 -1.388 0.000
P -0.987 0.606 2.572 0.097
C -0.328 -0.142 5.258 -0.002
H 3.267 -4.727 -1.801 0.000
C 0.348 -2.479 -4.663 -0.005
H -3.583 1.938 2.208 0.001
H -0.019 2.584 4.497 0.001
C 1.496 -1.614 5.746 -0.001
C -1.415 1.004 0.227 0.219
H -1.960 -4.653 -1.341 0.000
H -0.738 -2.657 -4.633 0.001
H 2.848 -1.993 4.132 0.000
N 0.700 -1.217 -5.280 0.000
C 3.842 -3.405 -3.396 0.004
C 1.415 3.358 -2.682 0.009
H -3.626 4.259 -0.113 0.000
C -1.496 4.134 4.592 -0.002
C 0.122 0.017 3.946 -0.001
C 3.094 -0.192 1.972 0.011
C 0.400 -0.057 -4.437 -0.005
H 4.924 -0.429 -0.827 0.001
C -3.003 2.534 2.904 0.005
C -3.331 0.373 -4.642 0.006
C -1.025 0.026 -3.964 -0.082
C 1.325 -0.570 3.595 0.020
P 2.020 -0.138 -0.668 0.064
H -3.928 0.321 3.556 0.001
C -1.047 4.761 0.517 0.002
C -0.860 2.315 0.445 -0.202
H 0.693 5.849 1.085 0.000
H -3.170 -1.011 -1.591 -0.025
H 6.763 -0.286 0.775 0.000
C -1.974 0.459 -4.896 -0.005
C -2.744 4.565 4.167 0.004
C -1.003 2.904 4.176 0.005
C -2.790 -0.574 -2.509 -0.050
H -4.459 4.105 2.964 0.000
H 0.512 -3.559 1.521 -0.001
C 3.876 -2.092 -3.837 -0.001
H 3.899 0.214 3.922 0.000
H 2.005 -2.295 6.416 0.000
C 1.309 2.092 -2.132 0.019
C -1.492 -3.722 -1.666 0.016
C 0.477 2.477 0.896 0.024
C 3.351 -1.073 -3.051 0.020
H -4.459 -3.907 3.245 0.000
H -3.356 -2.275 0.247 -0.004
C -3.740 -0.207 -3.452 0.002
H 2.041 3.789 1.494 0.000
C 0.211 -1.129 -6.640 0.000
C 3.353 -0.260 0.622 -0.004
C 2.761 -1.366 -1.830 0.016
C 5.445 0.009 2.464 0.000
H 0.584 3.766 -3.244 0.001
Co -0.440 -0.482 -0.802 2.592
C 3.503 2.292 -1.197 -0.005
C 1.021 3.707 1.137 -0.001
C 0.009 -3.980 0.648 0.005
C 2.359 1.521 -1.407 -0.054
H 0.510 -0.174 -7.077 0.000
O 1.775 -0.339 2.316 0.025
H 1.060 1.582 1.087 -0.014
C 3.602 3.571 -1.728 0.000
H -4.794 -0.355 -3.244 0.000
C 0.363 -0.921 6.169 0.001
C -1.757 2.078 3.340 0.006
H -1.634 0.873 -5.841 0.000
H -1.655 5.648 0.369 0.001
H 4.323 1.926 -0.600 0.000
C -3.837 -3.031 3.114 0.002
H 0.661 -1.930 -7.232 0.000
C 2.567 4.103 -2.483 0.001
```

* DFT total energy: -4780.1335 Ha
* LUMO (alpha / beta): 0.3841 / 0.1296 eV
* multiplicity: 4
* molar mass: 934.95 g mol⁻¹
* <S²>: 3.7680
* strongest force on any atom: 0.292 hartree/bohr